# 1
# C25H57O15

A 5-piece molecular cluster, C25H57O15 overall in a non-equilibrium geometry (ωB97M-V/def2-TZVPD, OMol25).

The value obtained for the maximum force is 0.0462 hartree/bohr. As for the HOMO-LUMO gap: 6.76 eV. For the relative energy (zero: lowest compared OMol25 entry of this formula, charge and spin), the calculation gives 0.0 kJ/mol. The calculation puts the calculated total energy at -57556.21996 eV. Its lowest unoccupied orbital energy is 2.5 eV. The highest occupied orbital energy comes out at -4.28 eV. As for the total charge: -1.

Atoms and positions in Å:
O (1.4177, 0.5296, 0.6373)
C (0.0715, 0.8998, 0.7598)
O (-0.6955, -0.0122, 1.1462)
O (-0.2018, 2.0796, 0.4475)
H (1.8721, 1.2611, 0.1738)
C (3.4823, 2.8098, 1.2466)
O (3.2163, 2.5321, -0.1125)
C (4.0470, 1.5570, -0.6855)
C (3.7553, 1.4881, -2.1907)
O (2.4286, 1.8030, -2.4139)
C (1.9125, 1.4121, -3.6532)
C (2.2341, 2.4225, -4.7389)
O (1.4509, 3.6137, -4.4255)
C (1.4898, 4.5455, -5.4481)
H (4.4811, 3.2529, 1.3441)
H (3.3979, 1.8974, 1.8512)
H (2.6997, 3.4790, 1.5922)
H (3.8901, 0.5586, -0.2567)
H (5.1037, 1.8607, -0.5974)
H (3.9765, 0.4657, -2.5441)
H (4.4249, 2.1255, -2.7858)
H (0.8503, 1.1767, -3.6330)
H (2.3578, 0.4472, -3.9735)
H (1.8569, 2.0405, -5.7010)
H (3.2571, 2.8183, -4.7767)
H (0.8755, 5.4087, -5.1883)
H (1.1157, 4.1434, -6.3983)
H (2.5123, 4.9432, -5.5670)
C (3.2231, -3.0746, -3.6942)
O (1.8388, -2.8423, -3.5663)
C (1.5492, -2.1372, -2.3731)
C (0.1385, -1.6370, -2.3550)
O (-0.7022, -2.7500, -2.0429)
C (-2.0583, -2.4818, -2.1379)
C (-2.8029, -3.8030, -2.1081)
O (-4.1120, -3.6280, -1.6593)
C (-4.7007, -4.8003, -1.1939)
H (3.5177, -3.8732, -3.0083)
H (3.7862, -2.1460, -3.5485)
H (3.3872, -3.3825, -4.7288)
H (2.2303, -1.2727, -2.3587)
H (1.7142, -2.7339, -1.4740)
H (-0.0984, -1.1285, -3.3051)
H (-0.0716, -0.9155, -1.5569)
H (-2.2670, -1.9656, -3.0927)
H (-2.4411, -1.7885, -1.3741)
H (-2.2211, -4.5037, -1.4905)
H (-2.7416, -4.2191, -3.1281)
H (-4.5544, -5.6618, -1.8606)
H (-5.7784, -4.6428, -1.1052)
H (-4.3549, -5.0829, -0.1878)
C (0.3374, -2.9826, 2.7589)
O (1.7116, -3.3239, 2.8929)
C (2.5301, -2.2301, 2.5910)
C (3.9734, -2.5841, 2.7170)
O (4.4458, -3.1717, 1.5178)
C (5.6086, -3.9393, 1.6806)
C (6.9015, -3.2173, 1.3971)
O (7.2206, -3.0139, 0.0617)
C (6.4770, -1.9759, -0.5085)
H (0.1105, -2.3210, 1.9175)
H (-0.0161, -2.4780, 3.6779)
H (-0.2268, -3.9161, 2.7247)
H (2.3294, -1.3944, 3.2724)
H (2.2797, -1.9891, 1.5584)
H (4.0974, -3.3436, 3.5105)
H (4.6150, -1.7670, 3.0704)
H (5.5113, -4.7268, 0.9113)
H (5.6000, -4.5362, 2.6003)
H (7.7322, -3.7642, 1.8550)
H (6.9089, -2.2588, 1.9495)
H (6.6127, -1.0065, 0.0032)
H (5.3924, -2.1243, -0.4535)
H (6.7569, -1.8660, -1.5540)
C (-2.0553, 3.4519, 3.4793)
O (-3.3523, 3.3211, 2.9444)
C (-4.3012, 3.3804, 3.9414)
C (-5.6859, 3.5474, 3.3848)
O (-6.0395, 2.5225, 2.4787)
C (-7.4078, 2.2360, 2.4530)
C (-8.2780, 3.3758, 1.9651)
O (-9.5332, 2.8902, 1.5390)
C (-10.5385, 2.9308, 2.5450)
H (-1.9194, 4.3880, 4.0425)
H (-1.3538, 3.4209, 2.6487)
H (-1.8852, 2.6103, 4.1637)
H (-4.1100, 4.2510, 4.5954)
H (-4.2392, 2.5008, 4.6065)
H (-5.7259, 4.5159, 2.8603)
H (-6.4047, 3.6027, 4.2155)
H (-7.7674, 1.7392, 3.3762)
H (-7.5154, 1.3947, 1.7588)
H (-7.8049, 3.7305, 1.0437)
H (-8.3156, 4.2305, 2.6474)
H (-10.1586, 2.6164, 3.5239)
H (-11.3200, 2.2459, 2.2182)
H (-10.9591, 3.9391, 2.6577)

# 2
# C25H58ClNO6PS

A 7-piece molecular cluster, C25H58ClNO6PS overall in a non-equilibrium geometry (ωB97M-V/def2-TZVPD, OMol25).

The value obtained for the maximum force is 0.0442 hartree/bohr. As for the HOMO-LUMO gap: 7.16 eV. The calculation puts the calculated total energy at -73279.77325 eV. Its lowest unoccupied orbital energy is -4.4 eV. The highest occupied orbital energy comes out at -11.60 eV. As for the total charge: +1.

Atoms and positions in Å:
C (2.5362, -1.6797, -0.8106)
C (2.7839, -0.6120, -1.9157)
C (1.5825, -0.3531, -2.8454)
C (0.2334, -0.3018, -2.1104)
C (-0.8381, 0.3799, -3.0087)
C (-1.2218, 1.8083, -2.5686)
C (-1.8422, 1.9305, -1.1692)
C (-3.4000, 1.7721, -1.1464)
C (-3.7060, 0.3216, -1.4472)
C (-4.4093, -0.0130, -2.5910)
C (-4.6261, -1.3618, -2.8639)
Cl (-5.4821, -1.7437, -4.2918)
C (-4.1192, -2.3398, -1.9715)
P (-4.3321, -4.1291, -2.3217)
S (-3.4977, -4.5516, -4.0360)
C (-3.4535, -1.9223, -0.8536)
N (-3.2476, -0.6107, -0.6055)
H (1.6864, -2.3341, -1.0279)
H (2.3942, -1.2071, 0.1672)
H (3.4319, -2.3044, -0.7147)
H (3.0573, 0.3230, -1.4077)
H (3.6664, -0.9366, -2.4779)
H (1.7738, 0.5887, -3.3817)
H (1.5812, -1.1350, -3.6146)
H (-0.0790, -1.3497, -1.9963)
H (0.3270, 0.1353, -1.1083)
H (-1.6877, -0.3062, -3.1258)
H (-0.3980, 0.4748, -4.0097)
H (-0.2934, 2.3950, -2.5531)
H (-1.8557, 2.2426, -3.3540)
H (-1.6665, 2.9624, -0.8386)
H (-1.3672, 1.2944, -0.4143)
H (-3.8299, 2.4060, -1.9236)
H (-3.7663, 2.0616, -0.1552)
H (-4.7593, 0.7536, -3.2708)
H (-3.6363, -4.8246, -1.3103)
H (-5.6991, -4.4712, -2.3629)
H (-3.0240, -2.6271, -0.1438)
H (-2.7246, -0.3515, 0.2239)
C (-1.4453, 3.4585, 2.6358)
C (0.0442, 3.6598, 2.4232)
O (0.4306, 3.2341, 1.1117)
H (-1.7102, 2.4058, 2.5037)
H (-1.7441, 3.7728, 3.6370)
H (-2.0219, 4.0325, 1.9039)
H (0.6111, 3.0737, 3.1399)
H (0.3141, 4.7074, 2.5492)
H (-0.0640, 3.7647, 0.4799)
C (-1.5721, -7.9360, 1.2967)
C (-2.6975, -7.0377, 0.8260)
O (-2.2754, -5.6686, 0.7750)
H (-1.2272, -7.6279, 2.2840)
H (-1.8972, -8.9755, 1.3464)
H (-0.7167, -7.8712, 0.6201)
H (-3.5411, -7.0880, 1.5125)
H (-3.0429, -7.3420, -0.1680)
H (-1.5323, -5.6182, 0.1635)
C (5.4680, 2.6919, -1.7181)
C (4.9098, 4.0979, -1.8304)
O (3.4819, 4.0853, -1.8020)
H (5.0951, 2.0700, -2.5334)
H (6.5585, 2.6957, -1.7484)
H (5.1465, 2.2260, -0.7827)
H (5.2103, 4.5558, -2.7713)
H (5.2753, 4.7252, -1.0110)
H (3.2105, 3.6931, -0.9655)
C (0.4720, -4.4992, -5.8870)
C (0.7065, -4.2773, -4.4056)
O (-0.0449, -3.1611, -3.9286)
H (0.7496, -3.6094, -6.4537)
H (1.0548, -5.3452, -6.2537)
H (-0.5851, -4.6926, -6.0850)
H (1.7574, -4.0648, -4.2111)
H (0.4243, -5.1672, -3.8330)
H (-0.9762, -3.3494, -4.0872)
C (3.9513, 4.6617, 5.7107)
C (3.1554, 4.1979, 4.5060)
O (1.8250, 4.7237, 4.5342)
H (3.4613, 4.3508, 6.6346)
H (4.9616, 4.2512, 5.6937)
H (4.0190, 5.7517, 5.7322)
H (3.0724, 3.1109, 4.4986)
H (3.6421, 4.5135, 3.5781)
H (1.8926, 5.6844, 4.5309)
C (0.5007, 1.3673, 7.0812)
C (-0.6306, 2.2953, 6.6770)
O (-0.2265, 3.6559, 6.7460)
H (0.8334, 1.5935, 8.0945)
H (0.1874, 0.3223, 7.0392)
H (1.3621, 1.4993, 6.4207)
H (-1.4804, 2.1757, 7.3483)
H (-0.9641, 2.0717, 5.6553)
H (0.5193, 3.7710, 6.1429)

Number 2 is which compound? C25H58ClNO6PS

The highest highest occupied orbital energy belongs to which entry? C25H57O15

Which of these has the highest highest occupied orbital energy? C25H57O15

Among the records above, which one has the lowest total charge? C25H57O15